DFT (the ωB97M-V functional and the def2-TZVPD basis) results for one molecule with the formula C23H27N3O2.

Output
SMILES = CC(C)(C)N1C[C@H](c2nc3ccccc3n2CCOc2ccccc2)CC1=O
electronic energy = -32855.8604 eV
charge = 0
energy relative to the best compared isomer or geometry (same formula, charge and spin) = 104.85 kJ/mol
2S+1 = 1
lowest unoccupied orbital energy = 0.566 eV

```
55
Properties=species:S:1:pos:R:3:nbo_charge:R:1
C -3.954 0.593 -1.099 -0.630
C -3.783 0.777 0.412 0.145
C -4.086 2.229 0.784 -0.615
C -4.735 -0.144 1.184 -0.621
N -2.403 0.422 0.759 -0.451
C -1.420 1.365 1.244 -0.180
C -0.070 0.736 0.871 -0.277
C 0.329 1.165 -0.500 0.416
N -0.529 1.462 -1.432 -0.508
C 0.206 1.740 -2.554 0.167
C -0.203 2.105 -3.831 -0.211
C 0.775 2.320 -4.778 -0.232
C 2.130 2.178 -4.476 -0.216
C 2.557 1.816 -3.213 -0.242
C 1.580 1.600 -2.255 0.082
N 1.634 1.241 -0.925 -0.361
C 2.843 1.048 -0.173 -0.230
C 3.170 -0.430 0.087 -0.079
O 2.662 -0.761 1.358 -0.530
C 2.754 -2.054 1.794 0.383
C 2.217 -2.303 3.057 -0.287
C 2.252 -3.575 3.589 -0.185
C 2.823 -4.616 2.874 -0.239
C 3.359 -4.369 1.625 -0.182
C 3.330 -3.095 1.079 -0.329
C -0.401 -0.760 0.874 -0.484
C -1.883 -0.799 0.519 0.702
O -2.472 -1.781 0.119 -0.634
H -3.851 -0.457 -1.355 0.237
H -4.934 0.940 -1.416 0.201
H -3.182 1.153 -1.621 0.229
H -3.529 2.921 0.159 0.213
H -5.146 2.415 0.625 0.221
H -3.861 2.426 1.829 0.207
H -5.764 0.064 0.905 0.205
H -4.624 0.009 2.256 0.200
H -4.512 -1.182 0.954 0.246
H -1.505 1.482 2.333 0.186
H -1.536 2.337 0.768 0.220
H 0.715 0.981 1.588 0.232
H -1.252 2.208 -4.061 0.221
H 0.492 2.603 -5.781 0.213
H 2.863 2.353 -5.249 0.213
H 3.609 1.703 -2.995 0.208
H 2.765 1.551 0.796 0.225
H 3.655 1.510 -0.738 0.222
H 4.259 -0.579 0.068 0.184
H 2.715 -1.052 -0.695 0.190
H 1.781 -1.480 3.602 0.220
H 1.831 -3.755 4.567 0.217
H 2.849 -5.611 3.290 0.216
H 3.808 -5.172 1.060 0.216
H 3.759 -2.932 0.102 0.219
H -0.258 -1.201 1.862 0.235
H 0.171 -1.343 0.155 0.233
```